(1)
{"formula": "C3H5NO2", "method": "ωB97M-V with the def2-TZVPD basis set", "smiles": "N/C=C\\C(=O)O", "lumo_ev": -0.207, "de_lowest_kj_mol": 322.1, "spin_multiplicity": 1, "species": ["N", "C", "C", "C", "O", "O", "H", "H", "H", "H", "H"], "xyz": [[1.471, -0.280, -0.551], [0.645, -0.125, 0.511], [-0.658, -0.632, 0.585], [-1.611, 0.205, -0.032], [-2.808, 0.274, -0.029], [-0.741, 1.448, -0.322], [2.471, -0.203, -0.401], [1.109, -0.798, -1.346], [1.165, 0.202, 1.409], [-0.955, -1.458, 1.215], [-0.088, 1.367, -1.039]]}

=====

(2)
{"formula": "C5H9NS", "method": "ωB97M-V with the def2-TZVPD basis set", "smiles": "CN1CC[C@@H]1C=S", "lumo_ev": -0.290, "de_lowest_kj_mol": 205.0, "spin_multiplicity": 1, "species": ["C", "N", "C", "C", "C", "C", "S", "H", "H", "H", "H", "H", "H", "H", "H", "H"], "xyz": [[1.288, 1.058, 1.790], [0.272, 1.254, 0.714], [0.638, 2.141, -0.395], [-0.070, 1.144, -1.381], [0.148, 0.152, -0.227], [-0.893, -0.922, 0.029], [-0.864, -2.511, -0.329], [1.519, 2.102, 2.154], [2.185, 0.491, 1.340], [0.792, 0.432, 2.632], [1.728, 2.226, -0.662], [0.274, 3.197, -0.307], [-1.091, 1.369, -1.609], [0.535, 0.830, -2.220], [1.141, -0.284, -0.369], [-1.822, -0.399, 0.400]]}

=====

(3)
{"formula": "C3H5N3O", "method": "ωB97M-V with the def2-TZVPD basis set", "smiles": "OCc1nc[nH]n1", "lumo_ev": 0.838, "de_lowest_kj_mol": 110.0, "spin_multiplicity": 1, "species": ["O", "C", "C", "N", "C", "N", "N", "H", "H", "H", "H", "H"], "xyz": [[-2.206, 1.133, 0.164], [-1.684, -0.175, 0.059], [-0.182, -0.191, 0.052], [0.584, -0.929, 0.903], [1.809, -0.614, 0.540], [1.775, 0.270, -0.472], [0.501, 0.549, -0.803], [-1.769, 1.663, -0.516], [-2.058, -0.677, -0.846], [-2.034, -0.739, 0.926], [2.728, -0.986, 0.973], [2.536, 0.694, -0.980]]}

=====

(4)
{"formula": "I3PS", "method": "ωB97M-V with the def2-TZVPD basis set", "smiles": "S=P(I)(I)I", "lumo_ev": -2.251, "de_lowest_kj_mol": 0.0, "spin_multiplicity": 1, "species": ["S", "P", "I", "I", "I"], "xyz": [[-1.815, 1.273, -0.669], [-0.137, 0.084, -0.133], [0.801, 1.002, 1.938], [-0.666, -2.233, 0.467], [1.817, -0.126, -1.602]]}

=====

(5)
{"formula": "C4H8N2O2", "method": "ωB97M-V with the def2-TZVPD basis set", "smiles": "[H]/N=C(\\N)C(=C)COO", "lumo_ev": 0.762, "de_lowest_kj_mol": 575.1, "spin_multiplicity": 1, "species": ["H", "N", "C", "N", "C", "C", "C", "O", "O", "H", "H", "H", "H", "H", "H", "H"], "xyz": [[-1.909, -1.189, -1.305], [-1.306, -0.380, -1.152], [-0.601, -0.555, -0.075], [-0.837, -1.635, 0.737], [0.872, 0.070, -0.060], [1.931, -0.717, 0.140], [0.744, 1.514, 0.173], [-0.807, 1.602, 0.495], [-1.557, 2.191, -0.605], [-0.182, -1.839, 1.480], [-1.549, -2.296, 0.460], [1.834, -1.796, 0.193], [2.922, -0.289, 0.253], [0.937, 2.108, -0.722], [1.230, 1.860, 1.087], [-1.723, 1.352, -1.099]]}

=====

(6)
{"formula": "C30H65Br2NO20P5", "method": "ωB97M-V with the def2-TZVPD basis set", "total_charge": 1, "lumo_ev": -4.432, "de_lowest_kj_mol": 0.0, "spin_multiplicity": 1, "species": ["C", "C", "C", "C", "C", "C", "C", "C", "C", "C", "C", "C", "Br", "C", "C", "Br", "C", "N", "H", "H", "H", "H", "H", "H", "H", "H", "H", "H", "H", "H", "H", "H", "H", "H", "H", "H", "H", "H", "C", "O", "P", "O", "O", "C", "O", "C", "H", "H", "H", "H", "H", "H", "H", "H", "H", "C", "O", "P", "O", "O", "C", "O", "C", "H", "H", "H", "H", "H", "H", "H", "H", "H", "C", "O", "P", "O", "O", "C", "O", "C", "H", "H", "H", "H", "H", "H", "H", "H", "H", "C", "O", "P", "O", "O", "C", "O", "C", "H", "H", "H", "H", "H", "H", "H", "H", "H", "C", "O", "P", "O", "O", "C", "O", "C", "H", "H", "H", "H", "H", "H", "H", "H", "H"], "xyz": [[10.085, -2.874, 5.000], [9.856, -4.326, 4.642], [10.959, -5.173, 4.677], [10.872, -6.528, 4.403], [9.621, -7.042, 4.087], [8.526, -6.203, 4.019], [8.602, -4.839, 4.286], [7.418, -3.901, 4.208], [6.107, -4.473, 4.739], [5.253, -5.345, 3.804], [3.785, -5.060, 4.283], [2.661, -5.347, 3.287], [2.923, -7.085, 2.440], [1.251, -5.339, 3.872], [1.014, -6.322, 5.029], [0.656, -3.525, 4.350], [3.966, -3.580, 4.522], [5.180, -3.297, 4.776], [11.147, -2.700, 5.169], [9.604, -2.626, 5.951], [9.785, -2.176, 4.217], [11.931, -4.764, 4.924], [11.731, -7.183, 4.429], [9.493, -8.099, 3.894], [7.562, -6.617, 3.744], [7.652, -2.996, 4.771], [7.299, -3.598, 3.162], [6.114, -4.985, 5.703], [5.438, -6.415, 3.888], [5.409, -5.175, 2.734], [3.738, -5.683, 5.181], [2.739, -4.609, 2.488], [0.582, -5.637, 3.069], [0.328, -7.112, 4.724], [0.536, -5.836, 5.877], [1.930, -6.796, 5.380], [3.209, -2.806, 4.473], [5.433, -2.326, 4.929], [-0.726, 0.478, 0.936], [-1.552, 1.449, 1.610], [-2.046, 1.056, 3.138], [-3.221, 1.928, 3.309], [-0.698, 1.677, 3.825], [-0.406, 3.055, 3.618], [-2.227, -0.003, 4.395], [-1.194, -0.967, 4.647], [-0.464, 0.878, -0.042], [0.193, 0.296, 1.506], [-1.271, -0.454, 0.806], [-1.308, 3.628, 3.405], [0.302, 3.167, 2.795], [0.053, 3.437, 4.528], [-0.309, -0.480, 5.065], [-0.935, -1.487, 3.728], [-1.571, -1.689, 5.371], [-2.760, 2.551, -0.712], [-2.406, 2.337, -2.102], [-3.524, 1.573, -3.049], [-2.674, 1.065, -4.148], [-4.283, 2.964, -3.397], [-3.549, 4.018, -4.026], [-4.917, 0.736, -3.295], [-6.064, 1.036, -2.473], [-1.945, 3.080, -0.230], [-3.671, 3.152, -0.635], [-2.907, 1.596, -0.216], [-2.697, 3.639, -4.589], [-3.201, 4.727, -3.275], [-4.224, 4.534, -4.706], [-6.485, 2.000, -2.752], [-5.799, 1.039, -1.415], [-6.809, 0.263, -2.648], [-6.396, -2.236, 2.124], [-5.487, -1.394, 1.377], [-3.875, -1.697, 1.510], [-3.306, -0.390, 1.109], [-3.863, -2.808, 0.332], [-4.291, -2.431, -0.981], [-2.580, -2.371, 2.240], [-2.620, -3.723, 2.734], [-7.409, -1.917, 1.899], [-6.278, -3.283, 1.832], [-6.223, -2.129, 3.195], [-4.165, -1.363, -1.153], [-5.336, -2.703, -1.125], [-3.686, -2.982, -1.697], [-2.600, -4.444, 1.918], [-3.499, -3.889, 3.356], [-1.726, -3.821, 3.343], [-3.584, 0.058, -10.807], [-4.271, 1.315, -10.644], [-4.633, 1.790, -9.092], [-5.730, 2.745, -9.331], [-3.185, 2.507, -8.873], [-2.810, 3.568, -9.741], [-4.779, 1.464, -7.506], [-3.788, 0.620, -6.859], [-3.400, -0.090, -11.867], [-2.627, 0.070, -10.276], [-4.198, -0.765, -10.438], [-3.680, 4.068, -10.166], [-2.179, 3.187, -10.547], [-2.233, 4.285, -9.159], [-2.849, 1.155, -6.751], [-3.632, -0.298, -7.428], [-4.155, 0.367, -5.872], [-2.238, 10.127, -1.608], [-1.934, 8.729, -1.421], [-1.108, 7.954, -2.638], [-1.452, 6.546, -2.367], [0.336, 8.405, -2.023], [0.667, 8.014, -0.696], [-0.458, 7.868, -4.138], [0.113, 9.055, -4.728], [-2.749, 10.481, -0.717], [-1.320, 10.706, -1.746], [-2.893, 10.266, -2.468], [0.132, 7.113, -0.397], [0.439, 8.822, 0.001], [1.739, 7.821, -0.665], [1.053, 9.305, -4.238], [-0.575, 9.898, -4.663], [0.308, 8.842, -5.776]]}

=====

| no. | calculated total energy (Ha) |
| --- | --- |
| 1 | -322.45164 |
| 2 | -648.77509 |
| 3 | -356.81547 |
| 4 | -1632.66601 |
| 5 | -417.03691 |
| 6 | -9596.26240 |